C34H60BrF3IrN13O2 | wB97M-V/def2-TZVPD

As for the HOMO-LUMO gap (alpha / beta): 4.25 / 4.01 eV. Its lowest unoccupied orbital energy (alpha / beta) is -10.930 / -11.149 eV. The multiplicity is 2. The calculation puts the highest occupied orbital energy (alpha / beta) at -15.18 / -15.16 eV. As for the net charge: +3.

Each line ends with the Mulliken spin population.
Atoms and positions in Å:
Ir (-0.21, -0.26, -0.22)  0.36
C (-4.89, 1.59, 0.45)  0.00
N (-4.07, 2.32, -0.49)  0.02
C (-4.76, 3.45, -1.09)  0.00
C (-2.78, 2.03, -0.81)  0.01
N (-1.89, 1.54, 0.02)  0.14
C (-2.08, 1.70, 1.44)  0.00
C (-0.72, 1.93, 2.09)  0.02
N (0.14, 0.75, 1.93)  0.02
C (1.54, 1.19, 1.89)  0.04
C (2.55, 0.09, 1.61)  -0.03
N (2.18, -0.71, 0.45)  0.00
C (3.13, -1.46, -0.06)  0.00
N (3.00, -1.96, -1.34)  0.00
C (2.95, -1.09, -2.48)  0.00
C (3.48, -3.29, -1.63)  0.00
N (4.28, -1.78, 0.60)  -0.01
C (4.36, -2.23, 1.98)  0.00
C (5.54, -1.85, -0.10)  0.00
C (-0.13, -0.23, 2.99)  -0.01
C (0.07, -1.68, 2.56)  0.03
N (-0.79, -2.10, 1.46)  0.02
C (-1.54, -3.14, 1.64)  0.00
N (-1.82, -3.69, 2.87)  0.00
C (-1.82, -5.12, 3.06)  0.00
C (-2.35, -2.94, 3.99)  0.00
N (-2.11, -3.76, 0.52)  0.00
C (-3.52, -4.08, 0.62)  0.00
C (-1.35, -4.79, -0.17)  0.00
N (-2.40, 2.30, -2.10)  0.02
C (-1.24, 3.10, -2.34)  -0.01
C (-3.26, 2.07, -3.23)  0.00
H (-5.82, 1.31, -0.04)  0.00
H (-5.15, 2.20, 1.32)  0.00
H (-4.39, 0.69, 0.79)  0.00
H (-5.31, 3.97, -0.31)  0.00
H (-5.48, 3.13, -1.85)  0.00
H (-4.05, 4.14, -1.52)  0.00
H (-2.55, 0.81, 1.88)  0.00
H (-2.72, 2.57, 1.65)  0.01
H (-0.86, 2.18, 3.15)  0.00
H (-0.25, 2.79, 1.60)  0.00
H (1.81, 1.68, 2.83)  0.00
H (1.60, 1.92, 1.08)  -0.02
H (2.67, -0.51, 2.52)  0.00
H (3.52, 0.56, 1.43)  -0.01
H (3.97, -0.80, -2.80)  0.00
H (2.37, -0.20, -2.24)  0.00
H (2.50, -1.61, -3.32)  0.00
H (4.46, -3.29, -2.11)  0.00
H (2.78, -3.76, -2.32)  0.00
H (3.53, -3.89, -0.72)  0.00
H (3.39, -2.53, 2.35)  0.00
H (4.79, -1.46, 2.63)  0.00
H (5.02, -3.10, 2.01)  0.00
H (5.47, -1.35, -1.06)  0.00
H (5.88, -2.88, -0.25)  0.00
H (6.29, -1.34, 0.50)  0.00
H (-1.16, -0.10, 3.32)  0.00
H (0.52, -0.04, 3.86)  0.00
H (-0.04, -2.33, 3.43)  0.00
H (1.08, -1.81, 2.18)  -0.02
H (-1.06, -5.58, 2.43)  0.00
H (-2.79, -5.59, 2.88)  0.00
H (-1.55, -5.32, 4.10)  0.00
H (-2.45, -1.89, 3.74)  0.00
H (-1.73, -3.06, 4.87)  0.00
H (-3.34, -3.34, 4.23)  0.00
H (-3.72, -5.06, 1.07)  0.00
H (-3.94, -4.12, -0.39)  0.00
H (-4.05, -3.32, 1.19)  0.00
H (-1.62, -4.79, -1.23)  0.00
H (-1.59, -5.78, 0.22)  0.00
H (-0.29, -4.60, -0.05)  0.00
H (-0.48, 2.57, -2.93)  0.01
H (-0.80, 3.41, -1.40)  0.00
H (-1.51, 3.99, -2.91)  0.00
H (-4.08, 1.41, -2.97)  0.00
H (-2.67, 1.60, -4.02)  0.00
H (-3.66, 3.00, -3.64)  0.00
N (-2.68, -1.94, -2.16)  0.04
N (-2.50, -1.11, -1.02)  0.26
H (-3.62, -1.89, -2.54)  0.01
H (-2.47, -2.91, -1.93)  0.00
H (-2.90, -1.50, -0.17)  -0.02
H (-2.93, -0.21, -1.23)  -0.02
Br (1.90, 4.72, 0.87)  0.00
C (3.36, 3.64, 0.32)  0.00
C (4.60, 3.80, 0.94)  0.00
C (5.68, 3.06, 0.50)  0.00
C (5.54, 2.15, -0.54)  0.00
C (4.30, 1.97, -1.13)  -0.01
C (3.21, 2.69, -0.68)  0.00
C (1.82, 2.50, -1.39)  -0.02
O (1.45, 3.54, -1.90)  0.05
O (1.32, 1.37, -1.36)  0.07
H (4.72, 4.53, 1.73)  0.00
H (6.65, 3.22, 0.95)  0.00
H (6.40, 1.60, -0.90)  0.00
H (4.19, 1.29, -1.96)  0.00
F (0.53, -2.97, -6.90)  0.00
C (-0.35, -3.41, -6.00)  0.00
F (-1.58, -3.21, -6.48)  0.00
F (-0.18, -4.72, -5.85)  0.00
C (-0.18, -2.67, -4.68)  0.00
C (0.10, -3.34, -3.50)  -0.01
C (0.20, -2.60, -2.33)  0.00
N (0.04, -1.28, -2.30)  0.02
C (-0.17, -0.63, -3.44)  -0.01
C (-0.29, -1.28, -4.66)  0.00
H (0.23, -4.41, -3.50)  0.00
H (0.42, -3.08, -1.39)  0.00
H (-0.23, 0.44, -3.38)  0.01
H (-0.47, -0.73, -5.57)  0.00

C16H10BaF7N3 | wB97M-V/def2-TZVPD

As for the energy above the lowest of the compared OMol25 structures with the same formula, charge and spin: 0.0 kcal/mol. As for the HOMO-LUMO gap: 7.70 eV. Its lowest unoccupied orbital energy is -0.194 eV. The calculation puts the highest occupied orbital energy at -7.90 eV. As for the net charge: 0.

Each line ends with the natural charge from an NBO analysis.
Atoms and positions in Å:
Ba (0.03, 0.25, 0.90)  1.82
F (-4.45, 3.18, -1.53)  -0.34
C (-3.48, 2.28, -1.81)  0.50
C (-2.60, 1.87, -0.82)  -0.39
C (-1.59, 0.93, -1.10)  -0.48
C (-1.50, 0.44, -2.43)  -0.24
C (-2.41, 0.90, -3.38)  0.43
F (-2.37, 0.47, -4.67)  -0.35
C (-3.40, 1.81, -3.11)  -0.41
C (-0.43, -0.56, -2.74)  0.23
C (-0.24, -1.17, -3.99)  -0.25
C (0.78, -2.08, -4.17)  -0.15
C (1.64, -2.39, -3.13)  -0.28
C (1.40, -1.75, -1.93)  0.04
N (0.41, -0.87, -1.72)  -0.55
H (-2.74, 2.29, 0.17)  0.21
H (-4.08, 2.14, -3.88)  0.24
H (-0.90, -0.93, -4.80)  0.25
H (0.90, -2.55, -5.14)  0.22
H (2.45, -3.09, -3.23)  0.22
H (2.04, -1.95, -1.08)  0.17
N (3.44, -1.42, 4.13)  -0.51
C (3.93, -2.30, 3.18)  -0.10
C (3.18, -2.08, 2.07)  -0.10
N (2.23, -1.10, 2.32)  -0.58
C (2.42, -0.73, 3.57)  0.19
H (3.76, -1.31, 5.07)  0.43
H (4.74, -2.97, 3.39)  0.23
H (3.26, -2.58, 1.12)  0.21
H (1.86, 0.02, 4.10)  0.24
F (0.61, 2.14, 3.91)  -0.41
C (-0.51, 1.47, 3.35)  0.03
F (-0.90, 0.59, 4.39)  -0.40
C (-1.60, 2.52, 3.30)  0.88
F (-2.75, 1.93, 2.89)  -0.34
F (-1.87, 3.18, 4.44)  -0.32
F (-1.26, 3.44, 2.36)  -0.34

C32H32BrClHgN7O | wB97M-V/def2-TZVPD

As for the HOMO-LUMO gap (alpha / beta): 4.83 / 6.87 eV. Its lowest unoccupied orbital energy (alpha / beta) is 0.146 / 0.149 eV. The multiplicity is 2. The calculation puts the highest occupied orbital energy (alpha / beta) at -4.69 / -6.72 eV. As for the net charge: 0.

Each line ends with the natural charge from an NBO analysis.
Atoms and positions in Å:
Hg (-0.49, 0.64, -0.03)  1.60
C (-1.72, 1.50, 2.95)  -0.22
C (-0.31, 2.09, 2.90)  -0.23
N (0.57, 1.38, 1.97)  -0.73
C (1.46, 0.37, 2.57)  -0.21
C (-0.11, -1.82, 2.54)  0.23
C (-0.85, -2.70, 3.49)  -0.19
C (-2.03, -3.21, 3.17)  -0.19
C (-2.64, -2.92, 1.88)  -0.26
C (-2.07, -2.06, 1.03)  0.22
C (-2.62, -1.74, -0.33)  -0.27
N (-2.77, -0.32, -0.59)  -0.67
C (-3.86, 0.39, 0.06)  -0.23
C (-3.55, 0.74, 1.52)  -0.23
N (-2.35, 1.55, 1.64)  -0.66
N (-0.83, -1.41, 1.34)  -0.40
H (-2.29, 2.02, 3.73)  0.18
H (-1.66, 0.45, 3.24)  0.20
H (0.11, 2.10, 3.91)  0.19
H (-0.37, 3.14, 2.58)  0.20
H (1.16, 2.03, 1.45)  0.44
H (2.07, 0.85, 3.35)  0.19
H (2.14, 0.06, 1.78)  0.24
H (-0.39, -2.87, 4.46)  0.22
H (-2.56, -3.84, 3.87)  0.22
H (-3.58, -3.38, 1.62)  0.22
H (-3.57, -2.29, -0.45)  0.19
H (-1.92, -2.12, -1.07)  0.25
H (-2.75, -0.13, -1.58)  0.41
H (-4.79, -0.20, 0.04)  0.18
H (-4.04, 1.30, -0.50)  0.21
H (-3.39, -0.18, 2.09)  0.21
H (-4.44, 1.22, 1.96)  0.19
H (-2.52, 2.50, 1.34)  0.38
Cl (-0.76, 0.17, -7.41)  -0.04
C (-0.80, 0.65, -5.73)  -0.06
C (-1.38, 1.86, -5.37)  -0.26
C (-1.38, 2.20, -4.03)  -0.28
C (-0.82, 1.41, -3.01)  0.30
O (-0.87, 1.92, -1.79)  -0.91
C (-0.22, 0.16, -3.39)  -0.12
C (0.48, -0.79, -2.60)  -0.05
N (0.54, -0.92, -1.24)  -0.78
C (1.60, -1.57, -0.66)  0.13
C (2.83, -1.77, -1.32)  -0.28
C (3.95, -2.22, -0.65)  -0.20
C (3.90, -2.47, 0.71)  -0.24
C (2.68, -2.35, 1.39)  -0.12
C (2.73, -2.44, 2.86)  -0.17
C (1.98, -1.75, 3.72)  -0.19
C (0.84, -0.86, 3.26)  -0.30
N (0.28, -2.40, 1.28)  -0.28
C (1.53, -2.02, 0.68)  0.15
C (-0.25, -0.17, -4.78)  -0.24
H (-1.82, 2.51, -6.12)  0.22
H (-1.83, 3.14, -3.71)  0.21
H (0.97, -1.58, -3.16)  0.16
H (2.90, -1.50, -2.37)  0.22
H (4.88, -2.35, -1.19)  0.21
H (4.79, -2.74, 1.26)  0.21
H (3.55, -3.04, 3.26)  0.22
H (2.18, -1.82, 4.78)  0.21
H (0.29, -0.51, 4.14)  0.22
H (0.20, -1.10, -5.10)  0.21
Br (2.33, 2.60, -4.94)  0.10
C (2.26, 2.65, -3.06)  -0.02
C (1.55, 3.65, -2.42)  -0.27
C (1.48, 3.60, -1.04)  0.07
N (2.06, 2.67, -0.29)  -0.50
C (2.77, 1.73, -0.94)  0.05
C (2.90, 1.68, -2.31)  -0.29
H (1.02, 4.41, -2.98)  0.24
H (0.89, 4.34, -0.52)  0.19
H (3.25, 0.97, -0.33)  0.20
H (3.47, 0.89, -2.78)  0.24

C23H32NSn | wB97M-V/def2-TZVPD

As for the energy above the lowest of the compared OMol25 structures with the same formula, charge and spin: 11.1 kcal/mol. As for the HOMO-LUMO gap (alpha / beta): 4.94 / 3.78 eV. Its lowest unoccupied orbital energy (alpha / beta) is -4.759 / -5.611 eV. The calculation puts the highest occupied orbital energy (alpha / beta) at -9.69 / -9.39 eV. As for the net charge: +1.

Each line ends with the natural charge from an NBO analysis.
Atoms and positions in Å:
C (1.58, -2.02, 0.25)  -0.06
C (2.04, -1.28, -0.89)  -0.11
C (1.06, -1.44, -1.94)  -0.17
C (0.01, -2.24, -1.42)  0.08
C (0.33, -2.59, -0.07)  -0.14
Sn (0.66, 0.85, 0.00)  1.27
C (-3.78, 1.46, -1.45)  0.32
C (-3.54, 1.15, -0.11)  -0.35
H (-4.03, 1.80, 0.65)  0.23
C (-2.69, 0.14, 0.31)  -0.19
H (-2.45, -0.70, -0.35)  0.22
H (-2.30, 0.10, 1.33)  0.23
C (-4.18, 2.85, -1.79)  -0.69
H (-3.68, 3.58, -1.12)  0.25
H (-3.90, 3.11, -2.82)  0.24
H (-5.26, 3.02, -1.68)  0.27
C (-3.55, 0.46, -2.52)  -0.71
H (-2.52, 0.04, -2.50)  0.27
H (-4.24, -0.40, -2.46)  0.27
H (-3.68, 0.92, -3.51)  0.24
C (3.39, -0.68, -1.03)  -0.66
H (3.65, -0.04, -0.17)  0.21
H (4.15, -1.48, -1.09)  0.23
H (3.48, -0.07, -1.94)  0.24
C (1.21, -0.94, -3.32)  -0.64
H (1.47, 0.13, -3.36)  0.22
H (2.01, -1.49, -3.84)  0.22
H (0.29, -1.08, -3.90)  0.21
C (-1.18, -2.73, -2.16)  -0.66
H (-1.19, -2.37, -3.19)  0.22
H (-1.19, -3.83, -2.20)  0.24
H (-2.12, -2.42, -1.67)  0.19
C (-0.48, -3.43, 0.84)  -0.64
H (-1.44, -3.70, 0.39)  0.22
H (0.05, -4.36, 1.09)  0.23
H (-0.68, -2.91, 1.79)  0.21
C (2.32, -2.21, 1.52)  -0.65
H (1.67, -2.04, 2.40)  0.21
H (2.70, -3.24, 1.58)  0.23
H (3.18, -1.54, 1.60)  0.22
C (1.91, 2.47, -1.08)  -0.52
C (0.84, 3.32, -1.93)  -0.22
C (3.18, 2.50, -1.59)  -0.28
C (0.97, 2.94, -3.26)  -0.24
H (-0.01, 4.01, -1.81)  0.24
C (3.36, 2.59, -3.00)  -0.21
H (4.07, 2.38, -0.96)  0.23
C (2.23, 2.60, -3.82)  -0.24
H (0.10, 2.94, -3.94)  0.21
H (4.38, 2.62, -3.40)  0.23
H (2.33, 2.44, -4.90)  0.23
C (-0.14, 0.06, 5.16)  -0.74
C (-0.01, 0.27, 3.73)  0.42
N (0.15, 0.47, 2.58)  -0.45
H (-1.05, 0.55, 5.54)  0.28
H (0.73, 0.48, 5.68)  0.28
H (-0.20, -1.02, 5.39)  0.28